1.
Density functional theory data (ωB97M-V with the def2-TZVPD basis set) for C23H34N4O2 in the gas phase.

Geometry as XYZ:
```
63
C23H34N4O2, DFT ωB97M-V with the def2-TZVPD basis set
C 1.70 -1.77 -1.93
H -1.00 -1.83 5.73
H -6.85 -0.18 4.72
H -5.93 0.85 3.54
C -3.86 1.55 5.24
H 4.29 -0.58 -2.91
H -6.28 2.86 5.01
O -0.13 -2.53 3.04
C -1.62 -1.13 5.20
C 0.77 -2.76 -1.24
H 2.42 1.86 -5.38
H -0.65 0.49 0.99
H 4.94 -0.48 -5.35
C 6.32 1.21 -4.71
C 3.80 0.39 -3.01
C 1.20 0.56 -2.65
H -1.86 -2.78 -0.31
C 0.06 0.60 0.17
N -1.70 -1.88 1.55
H 1.31 -3.62 -0.84
H -1.65 -1.29 -2.18
C -6.42 1.89 5.45
C 5.02 0.60 -5.29
H 6.81 0.53 -4.01
C -1.09 -2.61 0.45
N -2.94 0.49 4.87
H 5.33 3.17 -4.56
H -1.54 0.48 -2.09
H -0.08 1.57 -0.30
H -3.96 2.22 4.38
H 5.72 2.52 -2.95
C -1.13 -1.88 2.79
H -0.77 -3.58 0.82
H 0.02 -3.12 -1.95
H -2.29 -0.43 -0.77
H 0.85 -1.77 0.65
H 1.07 0.57 0.60
N 0.96 -0.51 -1.86
C -5.21 1.02 5.64
C -1.48 -0.44 -1.51
N -2.31 -0.21 5.84
O 0.53 1.59 -2.60
H 1.91 -2.04 -2.96
C 5.45 2.25 -3.97
H 2.65 -1.70 -1.39
H 4.78 1.03 -6.26
H -3.40 2.11 6.05
H -3.08 0.49 2.76
H -2.58 -1.42 1.42
H -7.20 1.85 6.20
C 4.24 1.32 -4.16
C 0.12 -1.91 -0.16
H 7.06 1.58 -5.42
C -0.12 -0.54 -0.83
H 3.83 0.91 -2.05
C -1.80 -1.04 3.80
C -2.67 0.02 3.64
C 2.78 1.72 -4.36
C 2.36 0.45 -3.60
H -5.19 0.38 6.51
H 2.21 -0.38 -4.30
C -6.21 0.68 4.57
H 2.51 2.60 -3.76
```

The calculation puts the gap between HOMO and LUMO at 9.64 eV. As for the total charge: 0. The SMILES is CC1(C)[C@@H](CNC(=O)c2cnn(CC3CC3)c2)CCN1C(=O)C1CC2(CCC2)C1. Its largest force on an atom is 0.147 eV/Å.

2.
Density functional theory data (ωB97M-V with the def2-TZVPD basis set) for C23H34N4O5S2 in the gas phase in a non-equilibrium geometry.

Geometry as XYZ:
```
68
C23H34N4O5S2, DFT ωB97M-V with the def2-TZVPD basis set
C 4.26 2.51 0.14
C -4.68 -0.61 -0.33
C 1.79 -3.36 0.66
H -5.69 -2.51 -0.42
H -5.16 -0.96 -2.40
C 6.55 2.26 -0.21
H -0.68 3.08 0.92
C 4.19 1.18 0.88
H 7.28 0.24 0.09
S 0.57 -4.46 1.29
C -4.18 2.11 -1.17
C -0.32 -0.78 -0.95
C -5.16 -0.13 -1.70
H -4.19 0.24 1.58
H -5.58 1.01 0.79
C 3.10 -3.48 1.10
C -0.44 -4.47 -0.22
C -3.41 2.66 1.07
C 1.43 -2.38 -0.27
H 6.80 1.08 1.59
H -0.17 1.86 2.11
H 5.11 -2.70 0.95
O 5.54 3.11 0.28
H 3.54 3.23 0.55
H -1.93 1.03 -0.07
N -1.01 1.10 0.38
H -1.39 -0.82 -1.16
H 2.25 -0.82 -1.54
H 3.33 -4.24 1.84
H 4.05 2.34 -0.93
C 3.73 -1.71 -0.35
H 0.21 -0.44 -1.84
H -6.63 -1.24 0.37
H 4.31 1.35 1.96
C -0.03 0.21 0.20
H 0.17 -4.87 -1.04
H -3.70 -1.07 -0.43
C -0.90 -3.07 -0.51
H -4.61 1.38 -3.14
C -5.64 -1.66 0.25
H -2.25 3.03 2.84
O 4.34 0.25 -1.98
N 5.26 0.29 0.46
O 1.01 0.19 0.84
H 6.39 2.07 -1.28
C -0.96 2.13 1.39
C 2.44 -1.58 -0.79
N 0.09 -2.14 -0.61
H -3.24 0.59 -2.36
S 4.96 -0.56 -0.95
H -2.57 1.32 2.55
H -4.33 2.92 1.62
H -3.08 3.55 0.53
C 6.56 0.93 0.54
O 6.16 -1.25 -1.29
H -5.18 2.56 -1.05
N -3.67 1.60 0.10
H -3.49 2.89 -1.52
C -2.32 2.26 2.07
H 3.23 0.69 0.71
H 7.49 2.80 -0.07
C -4.24 0.99 -2.20
H -6.18 0.25 -1.61
C -4.57 0.58 0.62
H -1.30 -5.12 -0.05
O -2.07 -2.80 -0.68
C 4.08 -2.64 0.61
H -5.28 -2.00 1.22
```

The calculation puts the gap between HOMO and LUMO at 8.96 eV. As for the total charge: 0. The SMILES is C[C@H]1CCCN(CCCNC(=O)CN2C(=O)CSc3ccc(S(=O)(=O)N4CCOCC4)cc32)C1. Its largest force on an atom is 1.007 eV/Å.